Computed, not measured: 3 unconnected molecules or ions with the total composition C17H29Cl2NO4, with the ωB97M-V functional and the def2-TZVPD basis.

Summary:
* SMILES: CC1=C(CCCCl)C(=O)C(Cl)=C(CN)C1=O.CC(C)O.CC(C)O
* highest occupied orbital energy: -9.73 eV
* orbital gap: 8.14 eV
* E_tot: -1941.2391 Eh

Geometry as XYZ:
```
53
Properties=species:S:1:pos:R:3:forces:R:3
C 3.548 2.475 1.618 0.3 0.1 0.0
C 2.423 2.305 0.651 0.0 -0.1 -0.1
C 2.113 1.161 0.025 0.2 -0.1 0.1
C 2.832 -0.144 0.236 -0.1 0.1 0.1
C 2.243 -0.875 1.457 0.0 0.2 -0.2
C 2.691 -2.325 1.536 -0.1 0.2 0.3
Cl 1.492 -3.323 2.426 0.0 0.0 0.0
C 0.984 1.108 -0.951 0.1 0.1 0.1
O 0.847 0.176 -1.705 -0.1 -0.1 0.0
C 0.028 2.254 -0.947 0.2 0.1 0.0
Cl -1.420 1.996 -1.819 -0.2 0.0 -0.1
C 0.327 3.408 -0.346 -0.3 0.1 -0.2
C -0.583 4.602 -0.347 -0.1 -0.2 0.1
N -1.684 4.427 0.625 0.1 0.0 0.0
C 1.644 3.538 0.338 -0.1 -0.2 0.0
O 2.060 4.633 0.634 0.1 0.2 0.2
H 3.902 3.504 1.594 0.0 0.0 0.0
H 4.390 1.821 1.395 -0.1 -0.1 0.0
H 3.224 2.270 2.640 -0.1 0.0 0.0
H 3.898 0.038 0.366 0.0 -0.1 0.0
H 2.683 -0.755 -0.652 0.1 0.0 -0.1
H 2.527 -0.332 2.359 -0.1 -0.1 0.1
H 1.155 -0.829 1.393 0.0 -0.1 0.0
H 2.788 -2.766 0.550 0.1 -0.1 0.0
H 3.613 -2.421 2.100 0.2 -0.1 -0.2
H -0.997 4.720 -1.348 0.0 0.1 0.0
H 0.012 5.477 -0.102 0.1 0.1 -0.1
H -1.755 5.245 1.214 -0.1 0.0 0.0
H -1.508 3.640 1.236 0.0 0.0 0.0
C 1.688 -7.126 3.590 0.0 0.0 0.1
C 0.329 -7.377 4.224 0.0 0.0 -0.1
C -0.737 -7.671 3.179 -0.1 0.0 0.1
O -0.058 -6.273 5.042 0.0 -0.1 0.0
H 1.641 -6.255 2.931 0.0 0.0 -0.1
H 2.434 -6.919 4.357 0.0 0.0 0.0
H 2.017 -7.984 3.003 0.0 0.0 0.0
H 0.399 -8.220 4.912 0.0 0.0 0.0
H -0.849 -6.818 2.504 0.0 0.0 0.0
H -1.701 -7.851 3.655 0.0 0.0 0.0
H -0.475 -8.545 2.581 0.0 0.0 0.0
H -0.124 -5.497 4.475 0.0 0.0 0.0
C -5.178 3.056 -4.616 0.0 0.1 0.0
C -4.114 3.980 -5.189 0.0 -0.1 0.0
C -2.980 3.204 -5.839 0.1 0.1 0.0
O -3.608 4.850 -4.177 0.0 0.0 -0.1
H -4.745 2.413 -3.845 0.0 0.0 0.0
H -5.980 3.635 -4.157 0.0 0.0 0.0
H -5.607 2.418 -5.390 0.0 0.0 0.0
H -4.570 4.641 -5.926 0.0 0.1 0.0
H -2.478 2.577 -5.096 0.0 0.0 0.0
H -2.237 3.886 -6.252 0.0 0.0 0.0
H -3.345 2.559 -6.640 0.0 0.0 0.0
H -3.202 4.292 -3.504 0.0 0.0 0.1
```
Forces are in eV/Å.

***

Computed, not measured: a molecular structure, C13H23BBaN6OSi in a non-equilibrium geometry, with the ωB97M-V functional and the def2-TZVPD basis.

Summary:
* highest occupied orbital energy (spin up / spin down): -14.99 / -15.18 eV
* total charge: +2
* orbital gap (spin up / spin down): 3.99 / 5.47 eV
* E_tot: -1252.0916 Eh

Geometry as XYZ:
```
46
Properties=species:S:1:pos:R:3:forces:R:3
C 3.289 0.301 -0.198 1.3 -0.2 -2.6
N 2.083 0.394 -0.637 -1.6 0.9 -0.3
N 1.939 0.121 -1.975 1.3 0.3 0.5
C 3.200 -0.073 -2.419 0.8 0.1 1.1
C 4.081 0.031 -1.322 0.3 -0.3 -1.2
B 0.606 0.170 -2.837 0.3 -0.9 0.7
N -0.461 -0.977 -2.552 -1.0 -0.7 0.1
N -1.250 -1.130 -1.435 -0.3 1.2 -0.5
C -2.048 -2.138 -1.485 0.3 -0.7 -2.7
C -1.882 -2.690 -2.757 0.3 -0.6 -1.3
C -0.882 -1.937 -3.400 -0.8 -0.6 0.6
Ba -0.033 -0.030 0.061 0.3 -2.0 3.9
N -0.092 1.531 -2.523 -0.9 2.9 -1.7
N -0.520 1.798 -1.248 -1.1 2.7 0.0
C -1.078 2.965 -1.147 0.6 -1.0 -0.7
C -1.036 3.545 -2.423 -0.6 1.5 -0.4
C -0.404 2.605 -3.266 1.1 -2.6 0.3
H -1.458 3.308 -0.217 -0.3 0.4 0.5
H -0.164 2.630 -4.307 0.0 0.2 -0.4
H -1.409 4.511 -2.705 0.0 0.2 -0.2
H 0.906 0.108 -3.968 0.1 0.1 -0.4
H -0.457 -2.006 -4.376 0.1 -0.2 -0.4
H 3.375 -0.256 -3.454 0.3 -0.2 -0.4
H -2.422 -3.524 -3.173 0.1 -0.1 -0.1
H 5.150 -0.065 -1.351 0.1 -0.1 -0.1
H -2.681 -2.380 -0.669 -0.5 -0.2 0.4
H 3.523 0.453 0.824 0.2 0.1 0.6
H -1.778 -0.687 1.778 -0.8 -0.5 0.5
C -1.988 -1.468 2.521 -0.2 -0.1 0.1
H -2.822 -2.063 2.203 -0.5 -0.3 0.0
H -1.096 -2.097 2.649 -0.6 0.1 -0.3
H -2.224 -0.973 3.485 -0.1 -0.4 -0.7
C 1.669 0.782 4.171 2.5 1.3 0.1
Si 0.016 0.013 3.731 -2.3 -0.7 6.8
C 0.119 -1.607 4.771 0.7 0.3 0.0
C -1.226 1.260 4.465 0.6 0.2 0.0
O 0.009 0.004 2.239 1.2 0.5 -1.1
H 1.759 0.898 5.258 -0.5 -0.2 -0.2
H 1.726 1.762 3.685 -0.1 -0.2 0.1
H 2.464 0.132 3.794 -0.2 0.0 0.0
H 0.372 -1.340 5.813 0.0 0.0 -0.4
H -0.801 -2.196 4.813 0.1 0.2 -0.2
H 0.938 -2.229 4.369 -0.3 0.1 0.2
H -1.045 2.229 3.970 -0.1 -0.2 0.3
H -2.275 0.990 4.318 0.2 -0.1 0.0
H -1.037 1.377 5.544 -0.1 0.0 -0.3
```
Forces are in eV/Å.

***

Computed, not measured: a molecular structure, C18H31AlBCl5F6N4O3 in a non-equilibrium geometry, with the ωB97M-V functional and the def2-TZVPD basis.

Summary:
* highest occupied orbital energy: -5.94 eV
* orbital gap: 1.32 eV
* E_tot: -4316.2990 Eh

Geometry as XYZ:
```
69
Properties=species:S:1:pos:R:3:forces:R:3
C -5.133 0.770 -2.389 0.0 0.9 0.7
C -4.280 1.918 -1.771 0.6 -0.8 -0.7
C -3.594 1.462 -0.483 -1.2 1.2 0.1
C -4.288 1.892 0.760 1.6 -1.1 -1.4
C -3.576 1.832 2.047 -1.0 0.7 0.3
C -4.287 2.279 3.170 0.1 -0.6 -1.5
C -5.582 2.746 2.901 0.3 -0.5 1.7
N -6.090 2.740 1.706 -1.1 0.5 -0.3
N -5.523 2.317 0.568 0.3 0.2 1.4
H -4.482 0.121 -2.976 -0.2 -0.1 0.0
H -5.929 1.195 -3.004 0.0 -0.3 -0.2
H -5.574 0.203 -1.565 -0.2 -0.1 -0.3
H -3.473 2.103 -2.487 0.0 0.2 0.1
H -4.830 2.855 -1.692 -0.1 -0.1 0.2
H -2.528 1.981 -0.448 0.8 0.2 -0.3
H -3.431 0.393 -0.466 0.4 0.0 0.3
H -2.555 1.449 2.079 0.0 0.2 -0.4
H -3.882 2.263 4.185 -0.1 -0.2 0.0
H -6.189 3.137 3.714 -0.3 -0.1 -0.3
H -7.029 3.100 1.595 0.0 -0.1 -0.2
F -1.356 2.697 -0.761 -0.7 -0.2 0.3
Al -3.903 4.672 3.971 0.9 0.4 1.8
F -2.498 -0.025 1.296 0.0 -0.9 0.6
B 2.151 2.589 -1.222 -0.7 0.1 0.0
F 3.571 2.342 -1.086 0.2 -0.3 -0.1
F 1.460 1.386 -1.003 0.5 -0.2 0.0
F 1.756 3.549 -0.280 0.5 0.0 0.0
F 1.889 3.057 -2.516 0.4 -0.1 0.0
C -3.120 -2.928 -1.514 0.0 0.7 0.0
Cl -4.611 -2.661 -0.608 0.1 -0.1 0.0
Cl -2.383 -4.461 -0.969 -0.1 -0.1 -0.2
Cl -3.490 -3.044 -3.241 0.0 -0.1 0.0
Cl -2.004 -1.614 -1.223 0.0 -0.2 0.0
N 0.266 -7.482 0.155 0.8 -0.9 0.0
C 1.459 -7.937 0.550 0.3 -0.6 -0.2
C 2.254 -7.233 1.427 -0.2 0.3 0.0
C 1.790 -6.013 1.906 0.0 0.0 0.0
C 0.551 -5.547 1.491 0.4 -0.1 0.1
C -0.181 -6.320 0.612 -1.4 0.1 -0.6
H 1.765 -8.889 0.141 0.0 0.0 0.0
H 3.213 -7.628 1.729 0.0 -0.1 0.0
H 2.387 -5.431 2.596 0.0 0.0 0.0
H 0.155 -4.603 1.840 -0.1 0.0 -0.1
H -1.156 -6.004 0.260 0.1 -0.1 0.1
O -3.283 3.628 6.745 -0.5 0.3 -1.9
H -3.578 4.280 7.390 0.0 0.1 -0.1
C 3.695 -2.835 -1.032 0.5 0.2 0.4
C 4.055 -1.870 -2.109 -1.5 0.0 -0.7
O 3.349 -1.533 -2.992 0.2 -0.1 -0.2
N 5.407 -1.186 -2.094 0.0 0.7 0.3
C 6.093 -1.160 -3.427 0.3 -0.2 0.1
H 2.612 -2.906 -0.992 0.0 0.1 -0.1
H 4.124 -3.816 -1.247 0.1 0.0 0.0
H 4.056 -2.478 -0.065 0.0 -0.1 0.0
H 5.999 -1.542 -1.345 0.1 0.1 -0.1
H 5.162 -0.200 -1.889 0.0 0.0 0.3
H 6.326 -2.180 -3.720 -0.1 0.0 -0.1
H 7.007 -0.585 -3.309 0.0 0.0 0.0
H 5.441 -0.676 -4.145 -0.1 -0.1 0.1
C 4.695 5.448 0.652 0.1 -0.2 0.0
C 3.848 6.648 1.023 -0.2 -0.3 -0.2
O 3.012 7.027 -0.064 0.0 0.2 0.1
H 5.315 5.668 -0.219 0.0 0.1 0.0
H 5.348 5.150 1.477 0.0 0.0 0.0
H 4.060 4.600 0.387 0.0 0.0 0.1
H 4.475 7.507 1.268 -0.1 0.1 -0.1
H 3.220 6.420 1.892 0.1 0.0 0.1
H 2.450 6.270 -0.274 0.0 0.0 0.0
Cl -0.622 -8.867 -1.013 0.2 1.4 0.8
```
Forces are in eV/Å.

***

Computed, not measured: C7H8 in the gas phase in a non-equilibrium geometry, with the ωB97M-V functional and the def2-TZVPD basis.

Summary:
* SMILES: Cc1ccccc1
* relative energy (zero: lowest compared OMol25 entry of this formula, charge and spin): 0.122 eV
* highest occupied orbital energy: -8.94 eV
* orbital gap: 10.06 eV
* E_tot: -271.5269 Eh

Geometry as XYZ:
```
15
Properties=species:S:1:pos:R:3:forces:R:3
C -0.464 1.570 -0.805 0.7 -1.1 0.2
C -0.022 0.518 -1.634 -0.6 0.5 0.8
C -0.324 1.439 0.591 -0.3 0.3 -0.6
C 0.444 -0.667 -1.020 -0.5 1.2 -0.4
C 0.124 0.284 1.176 0.1 -0.2 -1.1
C 0.512 -0.779 0.361 0.4 -0.2 0.2
C 1.084 -1.996 1.035 0.2 -0.4 -0.5
H -0.924 2.447 -1.226 0.1 0.3 -0.1
H -0.093 0.658 -2.729 0.1 -0.4 0.8
H -0.548 2.242 1.263 -0.4 0.6 0.0
H 0.700 -1.491 -1.653 0.3 -0.4 -0.1
H 0.165 0.213 2.243 0.2 -0.1 0.4
H 0.299 -2.421 1.661 0.2 -0.1 0.2
H 1.948 -1.686 1.668 -0.6 -0.5 -0.5
H 1.364 -2.784 0.287 0.0 0.7 0.7
```
Forces are in eV/Å.

***

Computed, not measured: 4 unconnected molecules or ions with the total composition CH11N3O3 in a non-equilibrium geometry, with the ωB97M-V functional and the def2-TZVPD basis.

Summary:
* SMILES: N=C(N)N.O.O.O
* relative energy (zero: lowest compared OMol25 entry of this formula, charge and spin): 2.450 eV
* highest occupied orbital energy: -8.40 eV
* orbital gap: 8.94 eV
* E_tot: -434.6307 Eh

Geometry as XYZ:
```
18
Properties=species:S:1:pos:R:3:forces:R:3
N 1.719 0.278 -0.771 -2.1 -0.5 -2.6
C 0.333 0.073 -1.195 -0.8 -0.2 5.2
N 0.074 -0.191 -2.496 1.5 2.0 2.1
N -0.677 0.093 -0.265 1.3 -0.4 -4.0
H 2.158 1.027 -1.345 -0.1 -1.1 1.3
H 1.881 0.119 0.226 0.0 0.9 -0.5
H -0.872 -0.274 -2.737 -1.3 -0.5 -0.8
H 0.838 -0.665 -2.868 0.9 -0.7 -1.5
H -0.512 -0.351 0.611 0.9 0.6 0.3
H 1.449 0.006 3.078 0.8 1.3 -1.4
H 1.812 1.500 2.364 0.4 -4.2 0.2
O 1.980 0.436 2.331 -1.3 2.8 1.2
H -3.495 0.586 -2.020 0.2 -0.1 0.0
H -2.122 0.272 -1.405 1.1 0.0 2.5
O -2.616 0.233 -2.197 -1.7 0.0 -2.3
H -0.569 -1.652 3.390 1.9 -5.7 1.3
H -0.579 -0.624 2.211 0.5 -0.4 -0.9
O -0.801 -0.868 3.087 -2.3 6.2 0.0
```
Forces are in eV/Å.

***

Computed, not measured: C17H21N3O2S2 in the gas phase, with the ωB97M-V functional and the def2-TZVPD basis.

Summary:
* SMILES: Cc1nc(SCC(=O)NC[C@H]2CCCO2)c2c3c(sc2n1)CCC3
* relative energy (zero: lowest compared OMol25 entry of this formula, charge and spin): 0.000 eV
* highest occupied orbital energy: -8.22 eV
* orbital gap: 8.70 eV
* E_tot: -1771.5693 Eh

Geometry as XYZ:
```
45
Properties=species:S:1:pos:R:3:forces:R:3
C -2.425 1.403 -1.459 0.0 0.0 0.0
C -2.146 0.025 -0.963 -0.2 -0.1 0.0
N -3.170 -0.773 -0.729 -0.5 0.2 -0.1
C -2.880 -1.975 -0.261 0.6 -0.2 0.1
C -1.563 -2.435 -0.016 -0.4 0.7 -0.3
C -0.560 -1.504 -0.316 -0.1 -0.1 0.0
N -0.866 -0.300 -0.772 0.1 -0.1 -0.1
S 1.125 -1.923 -0.098 0.2 -0.1 0.0
C 1.986 -0.582 -0.981 -0.1 -0.2 0.1
H 2.919 -1.021 -1.334 -0.1 0.1 0.0
H 1.352 -0.296 -1.820 0.1 0.0 0.0
C 2.300 0.634 -0.117 -0.4 -0.3 -0.1
O 3.441 0.979 0.109 0.5 0.1 0.0
N 1.203 1.244 0.363 -0.3 0.2 0.2
C 1.279 2.535 0.993 0.1 0.2 -0.3
H 2.315 2.671 1.313 -0.1 0.0 0.1
C 0.880 3.653 0.002 -0.1 0.0 0.4
C 1.363 5.025 0.487 -0.2 -0.2 -0.2
H 0.743 5.807 0.050 0.0 0.0 0.1
C 2.791 5.090 -0.072 0.0 -0.1 -0.1
H 3.526 4.859 0.697 0.0 0.0 0.0
H 3.017 6.076 -0.474 0.0 0.0 0.0
C 2.807 4.012 -1.175 0.5 0.1 -0.1
H 3.044 4.415 -2.162 0.0 0.0 0.1
H 3.521 3.215 -0.936 -0.1 0.1 0.0
O 1.495 3.475 -1.253 -0.2 0.0 -0.1
H 1.328 5.111 1.571 0.0 0.1 0.1
H -0.200 3.612 -0.174 0.1 0.0 0.0
H 0.619 2.565 1.864 0.1 0.1 0.0
H 0.305 0.942 -0.016 0.3 0.0 0.0
C -1.568 -3.761 0.478 -0.5 -0.5 0.2
C -2.821 -4.268 0.597 0.3 0.4 -0.1
S -4.082 -3.178 0.113 0.3 0.0 0.0
C -2.842 -5.672 1.089 -0.1 -0.2 0.0
H -3.101 -6.356 0.276 0.0 0.0 0.0
H -3.561 -5.825 1.894 0.0 -0.1 0.0
C -1.381 -5.869 1.557 0.0 0.0 0.0
H -1.332 -5.749 2.639 0.0 0.0 0.0
H -1.012 -6.862 1.311 0.0 0.0 0.1
C -0.537 -4.762 0.883 0.2 -0.1 0.0
H -0.012 -5.135 0.001 0.1 0.0 0.0
H 0.208 -4.339 1.556 0.1 -0.1 0.0
H -1.533 1.827 -1.912 0.0 0.1 0.0
H -3.240 1.375 -2.177 0.0 0.1 0.0
H -2.735 2.031 -0.625 0.0 0.1 0.0
```
Forces are in eV/Å.